#one
ORCA calculation (ωB97M-V/def2-TZVPD) on 2 unconnected molecules or ions with the total composition C4H12.

CARTESIAN COORDINATES (ANGSTROEM)
C (-0.926, -2.094, 1.427)
C (0.590, -2.028, 1.689)
H (-1.481, -2.241, 2.345)
H (-1.247, -1.167, 0.934)
H (-1.122, -2.891, 0.697)
H (0.870, -1.026, 2.025)
H (0.865, -2.719, 2.486)
H (1.190, -2.251, 0.803)
C (-0.303, 1.498, -1.849)
C (0.590, 2.579, -1.232)
H (0.038, 1.262, -2.873)
H (-0.188, 0.539, -1.350)
H (-1.316, 1.871, -1.904)
H (1.618, 2.581, -1.598)
H (0.189, 3.572, -1.456)
H (0.632, 2.516, -0.145)

## Properties
**Spin multiplicity**: 2
**LUMO (alpha / beta)**: 4.397 / 4.496 eV
**E_HOMO (alpha / beta)**: 1.54 / -7.95 eV
**Total charge**: -1
**Kohn-Sham gap (alpha / beta)**: 2.86 / 12.44 eV

Results of the Mulliken charge analysis, in e, for atoms 1 through 4:
1. C -1.544
2. C -2.173
3. H 0.586
4. H 0.257



#two
ORCA calculation (ωB97M-V/def2-TZVPD) on 2 unconnected molecules or ions with the total composition C4H12.

CARTESIAN COORDINATES (ANGSTROEM)
C (0.972, -1.115, 0.506)
C (2.024, -1.704, -0.472)
H (0.632, -0.079, 0.289)
H (0.030, -1.711, 0.567)
H (1.457, -1.304, 1.528)
H (1.842, -2.783, -0.854)
H (3.125, -1.579, -0.202)
H (1.815, -1.003, -1.362)
C (-1.685, 0.860, 0.526)
C (-1.329, 1.942, -0.535)
H (-2.266, 1.154, 1.336)
H (-2.250, 0.112, -0.034)
H (-0.718, 0.447, 0.911)
H (-0.213, 2.322, -0.459)
H (-1.964, 2.809, -0.121)
H (-1.470, 1.632, -1.624)

## Properties
**Spin multiplicity**: 2
**LUMO (alpha / beta)**: 4.380 / 4.534 eV
**E_HOMO (alpha / beta)**: 1.52 / -7.26 eV
**Total charge**: -1
**Kohn-Sham gap (alpha / beta)**: 2.86 / 11.79 eV

Results of the Mulliken charge analysis, in e, for atoms 1 through 4:
1. C -0.970
2. C -1.144
3. H -0.163
4. H 0.176



#three
ORCA calculation (ωB97M-V/def2-TZVPD) on 2 unconnected molecules or ions with the total composition C4H12.

CARTESIAN COORDINATES (ANGSTROEM)
C (-1.312, -1.750, -0.041)
C (-0.041, -2.445, -0.540)
H (-1.207, -1.136, 0.868)
H (-1.587, -0.978, -0.764)
H (-2.101, -2.437, 0.270)
H (-0.012, -2.336, -1.625)
H (0.076, -3.495, -0.270)
H (0.852, -1.968, -0.122)
C (0.092, 2.026, -0.234)
C (1.217, 2.072, 0.788)
H (-0.795, 2.577, 0.083)
H (0.409, 2.448, -1.190)
H (-0.196, 0.993, -0.423)
H (1.946, 1.278, 0.642)
H (0.940, 2.100, 1.845)
H (1.719, 3.052, 0.712)

## Properties
**Spin multiplicity**: 2
**LUMO (alpha / beta)**: 4.344 / 4.461 eV
**E_HOMO (alpha / beta)**: 1.56 / -7.53 eV
**Total charge**: -1
**Kohn-Sham gap (alpha / beta)**: 2.78 / 11.99 eV

Results of the Mulliken charge analysis, in e, for atoms 1 through 4:
1. C -2.217
2. C -2.263
3. H 0.416
4. H 0.191



Which structure loses on stability? #two does.



#one
ORCA calculation (ωB97M-V/def2-TZVPD) on C4H7ClN2 in the gas phase.

CARTESIAN COORDINATES (ANGSTROEM)
C (0.501, -0.353, -1.794)
C (-0.070, 0.603, -0.698)
N (-1.378, 0.226, -0.214)
C (-1.403, 0.037, 1.007)
C (-0.180, 0.115, 1.765)
Cl (0.381, -1.413, 2.375)
N (0.863, 0.706, 0.538)
H (0.897, -1.350, -1.523)
H (1.419, -0.034, -2.114)
H (-0.227, -0.573, -2.529)
H (-0.019, 1.652, -1.095)
H (-2.321, -0.439, 1.299)
H (-0.055, 0.827, 2.525)
H (1.593, -0.006, 0.457)

## Properties
**LUMO**: 0.907 eV
**E_HOMO**: -9.61 eV
**SMILES string**: C[C@H]1N=C[C@@H](Cl)N1
**Kohn-Sham gap**: 10.51 eV

Results of the Mulliken charge analysis, in e, for atoms 1 through 4:
1. C -1.506
2. C 0.486
3. N -0.456
4. C -0.323



#two
ORCA calculation (ωB97M-V/def2-TZVPD) on C4H7ClN2 in the gas phase.

CARTESIAN COORDINATES (ANGSTROEM)
C (-1.062, 0.017, -0.030)
C (-0.197, 0.703, 1.080)
C (-0.552, -1.307, -0.619)
C (0.361, 2.015, 0.654)
N (0.855, -1.232, -1.070)
N (1.353, -0.126, -1.202)
Cl (2.978, -0.161, -1.888)
H (-1.973, -0.140, 0.390)
H (-1.116, 0.780, -0.696)
H (-0.669, 0.523, 2.171)
H (0.756, 0.034, 1.104)
H (-0.471, -2.233, -0.046)
H (-1.160, -1.427, -1.442)
H (0.898, 2.554, 1.594)

## Properties
**LUMO (alpha / beta)**: -0.443 / -0.446 eV
**E_HOMO (alpha / beta)**: -8.70 / -8.70 eV
**Kohn-Sham gap (alpha / beta)**: 8.26 / 8.25 eV

Results of the Mulliken charge analysis, in e, for atoms 1 through 4:
1. C -0.968
2. C -0.248
3. C -0.460
4. C -0.487



Which structure loses on stability? #two does.